Entry from OMol25: a molecular structure, C10H28AgClFO10P2 (ωB97M-V/def2-TZVPD).

```
! RIJCOSX wB97M-V def2-TZVPD def2/J DEFGRID3
* xyz -1 1
Ag -0.195 0.732 -0.958
F -1.091 2.684 -0.403
Cl 1.061 1.732 -3.126
C -2.340 2.073 -3.850
O -1.984 0.819 -4.458
P -2.220 -0.504 -3.678
O -1.959 -0.461 -2.248
O -3.692 -0.914 -4.097
C -4.277 -2.056 -3.508
O -1.360 -1.555 -4.483
C 0.062 -1.346 -4.476
H -1.786 2.852 -4.362
H -2.079 2.102 -2.790
H -3.411 2.265 -3.983
H -4.522 -2.786 -4.286
H -5.208 -1.796 -3.001
H -3.619 -2.547 -2.788
H 0.370 -0.576 -3.762
H 0.390 -1.039 -5.469
H 0.560 -2.289 -4.241
C 3.801 2.324 5.206
O 2.560 2.871 4.771
P 1.696 2.092 3.705
O 0.428 2.714 3.400
O 2.762 1.871 2.579
C 2.392 1.287 1.322
O 1.557 0.629 4.330
C 0.272 0.038 4.496
H 4.084 2.873 6.103
H 4.573 2.473 4.449
H 3.708 1.262 5.431
H 1.351 0.960 1.305
H 3.005 0.397 1.171
H 2.546 1.960 0.483
H -0.505 0.635 4.022
H 0.071 -0.107 5.557
H 0.280 -0.946 4.017
C 2.420 -1.600 -1.066
O 1.108 -1.378 -0.602
C 0.851 -2.043 0.603
C -0.562 -1.754 1.090
O -0.775 -0.375 1.017
C -2.059 0.079 1.385
H 2.601 -2.654 -1.312
H 3.178 -1.290 -0.332
H 2.550 -0.965 -1.943
H 1.603 -1.786 1.361
H 0.912 -3.133 0.446
H -0.624 -2.157 2.113
H -1.290 -2.278 0.456
H -2.321 -0.234 2.407
H -2.816 -0.323 0.698
H -2.056 1.166 1.298
*
```

As for the LUMO energy: 2.58 eV. The frontier orbital gap is 6.552 eV. For the strongest force on any atom, the calculation gives 1.72 eV/A. For the energy relative to the best compared isomer or geometry (same formula, charge and spin), the calculation gives 0.0 kcal per mole.